[1]
The following is a DFT calculation (ωB97M-V with the def2-TZVPD basis set) of 6 unconnected molecules or ions with the total composition C23H36Br12Cl2FN2.

Values from the calculation:
Kohn-Sham gap (eV): 7.5
2S+1: 1
Net charge: +1
E_LUMO (eV): -4.2
Electronic energy (a.u.): -32915.613695

Each line ends with the Mulliken charge.
Atoms and positions in Å:
C  -3.19659  -3.26697  0.54413  -0.587
C  -2.46066  -3.40522  1.93820  -0.580
C  -0.89548  -3.53292  1.80746  0.808
F  -0.49628  -4.79829  1.34529  -0.400
C  -0.30890  -2.46139  0.84046  0.116
C  0.64585  -2.84553  -0.19468  -0.965
N  1.12428  -1.93189  -1.03398  -1.094
N  0.70382  -0.69978  -0.89499  1.540
C  1.31242  0.20835  -1.93200  -0.777
Br  2.49776  1.55472  -1.07213  0.038
C  0.29486  0.81033  -2.96729  0.319
C  -0.07281  -0.36092  -3.98312  -0.830
Br  1.12393  2.22396  -4.07148  -0.059
C  -0.14507  -0.15361  0.01523  0.161
C  -0.63792  1.27699  0.17649  -0.823
Cl  0.23002  2.56817  1.07215  -0.113
C  -1.85785  1.64484  -0.29024  0.420
C  -2.48714  3.04423  -0.15009  -1.305
Cl  -2.84409  0.40663  -1.15084  -0.056
C  -0.72637  -1.09250  0.99823  0.693
H  -3.75657  -2.30103  0.44128  0.204
H  -2.52342  -3.44054  -0.32149  -0.101
H  -3.97996  -4.06914  0.49203  0.354
H  -2.89485  -4.29627  2.45179  0.487
H  -2.69942  -2.47061  2.51064  0.275
H  -0.46881  -3.33412  2.82762  -0.531
H  0.97077  -3.90242  -0.30690  0.550
H  2.04244  -0.35100  -2.56874  0.599
H  -0.66797  1.16703  -2.55634  0.054
H  -0.39631  -1.24192  -3.36384  -0.196
H  -0.89483  -0.07688  -4.67384  0.462
H  0.87255  -0.67707  -4.48148  0.365
H  -3.24554  3.14623  -0.97003  0.302
H  -1.75920  3.88022  -0.13793  0.494
H  -3.09507  3.02872  0.79702  0.312
H  -1.42310  -0.73941  1.78490  0.583
Br  4.76104  3.32162  0.66350  -0.150
C  6.22590  3.20116  -0.61619  -0.497
C  7.48178  2.68582  0.03723  -0.484
Br  8.34297  4.06596  1.10548  -0.117
H  6.34424  4.18780  -1.05694  0.405
H  5.87843  2.50556  -1.38074  0.293
H  8.21771  2.40807  -0.71680  0.367
H  7.30488  1.83883  0.69624  0.182
Br  -2.57713  5.06592  -3.37823  -0.116
C  -3.54164  6.71456  -2.99530  -0.556
C  -4.03437  6.74165  -1.57171  -0.571
Br  -5.59944  5.60547  -1.33966  -0.125
H  -4.33989  6.79212  -3.72907  0.364
H  -2.81927  7.51262  -3.16493  0.343
H  -4.36671  7.74340  -1.30142  0.369
H  -3.28946  6.40479  -0.85475  0.302
Br  -2.27648  -3.76425  5.86430  -0.133
C  -0.47690  -3.41467  6.52216  -0.620
C  -0.03975  -2.01085  6.19642  -0.600
Br  0.45800  -1.84588  4.31805  -0.093
H  0.17076  -4.17647  6.09515  0.365
H  -0.53517  -3.55593  7.60099  0.387
H  0.85926  -1.74998  6.75387  0.347
H  -0.80838  -1.26599  6.38712  0.398
Br  4.76360  1.48547  4.08444  -0.122
C  4.65736  -0.45406  3.96373  -0.399
C  4.86269  -0.93071  2.54879  -0.539
Br  3.26991  -0.63929  1.46205  0.049
H  3.69513  -0.74553  4.37848  0.133
H  5.45431  -0.82230  4.60948  0.378
H  5.02714  -2.00774  2.52959  0.351
H  5.68592  -0.43289  2.04211  0.245
Br  -4.70420  -1.27715  -5.22067  -0.111
C  -3.37562  -2.66696  -5.52836  -0.591
C  -3.24963  -3.57757  -4.33524  -0.699
Br  -2.23761  -2.72545  -2.90218  0.061
H  -2.44579  -2.16565  -5.78589  0.312
H  -3.73746  -3.22046  -6.39438  0.374
H  -2.68217  -4.47114  -4.59342  0.377
H  -4.20844  -3.87086  -3.91481  0.401

Forces on the atoms, in the same order (eV/Å):
C -0.6 -0.7 0.3
C -0.1 0.3 -1.1
C -0.5 0.7 0.1
F -0.4 0.8 0.3
C -0.5 0.4 0.5
C -1.1 1.1 0.9
N -0.6 -1.5 1.0
N 0.0 2.8 -0.9
C 0.9 1.2 -1.3
Br -0.6 -0.7 -0.4
C -0.7 -1.4 -1.1
C 0.7 -0.1 1.5
Br -0.4 -0.4 0.7
C -1.3 -2.1 2.9
C -0.4 0.9 -0.9
Cl -0.4 -1.6 -0.4
C 0.3 0.0 0.0
C -1.1 -1.1 -0.1
Cl 0.8 1.1 0.7
C 2.3 -0.8 -2.4
H 0.8 -0.7 0.0
H -0.5 0.3 0.6
H 0.7 0.7 -0.1
H 0.8 0.8 0.0
H 0.4 -1.1 -0.1
H -0.2 -0.7 -1.2
H -0.2 1.1 0.0
H -0.8 -0.1 1.1
H 1.0 0.2 0.0
H 0.3 1.0 -0.8
H 0.7 -0.1 0.4
H -0.8 0.3 -0.1
H 0.9 0.2 0.6
H -0.4 -0.8 -0.1
H 0.7 0.2 -0.7
H 0.6 -0.3 -0.8
Br 0.1 0.1 0.0
C -0.2 -0.2 -0.1
C 0.3 0.2 0.0
Br -0.1 -0.1 0.0
H 0.1 -0.1 0.1
H 0.1 0.0 0.0
H -0.1 0.0 0.0
H -0.1 0.1 -0.1
Br 0.0 0.0 -0.1
C 0.3 0.0 0.0
C -0.3 0.1 0.0
Br 0.1 -0.1 0.1
H 0.0 0.0 0.1
H 0.0 0.0 0.1
H 0.0 0.0 -0.1
H 0.0 0.0 -0.1
Br 0.1 0.0 -0.1
C -0.3 0.0 0.1
C 0.2 0.0 0.1
Br 0.3 0.5 0.4
H 0.0 0.1 0.0
H 0.0 0.1 -0.1
H 0.0 0.0 0.0
H 0.0 -0.1 0.0
Br -0.1 -0.1 0.0
C 0.2 0.3 0.1
C -0.1 -0.4 0.1
Br 0.1 0.0 0.2
H 0.0 0.0 -0.1
H 0.0 0.0 -0.1
H 0.0 0.1 0.0
H -0.1 0.1 0.1
Br 0.1 0.0 0.0
C -0.3 0.1 -0.1
C 0.2 -0.2 -0.1
Br -0.5 -0.4 0.0
H 0.0 -0.1 0.1
H 0.0 0.0 0.1
H 0.0 0.1 0.0
H 0.0 0.1 0.0

***

[2]
The following is a DFT calculation (ωB97M-V with the def2-TZVPD basis set) of a molecular structure, C23H36BrN8SSiV.

Values from the calculation:
Kohn-Sham gap (spin up / spin down) (eV): 7.6 / 7.8
2S+1: 2
Net charge: +3
E_LUMO (spin up / spin down) (eV): -9.0 / -8.8
Expectation value of S²: 0.849
Electronic energy (a.u.): -5540.881754

Each line ends with the Löwdin spin population.
Atoms and positions in Å:
V  -0.24872  -0.29534  -0.30054  1.257
C  5.85602  -0.89335  0.30980  0.000
C  5.81045  -0.90724  -1.21666  0.000
C  5.58182  0.49499  -1.77577  0.000
C  4.78976  -1.90425  -1.78171  0.000
N  3.40271  -1.56609  -1.41621  0.006
C  2.79686  -1.59233  -0.22824  0.006
N  1.57639  -1.12529  -0.40333  0.003
N  1.47168  -0.81994  -1.71325  0.007
N  2.55483  -1.07736  -2.32777  0.001
H  6.74342  -0.35749  0.64302  0.000
H  5.91120  -1.89991  0.73347  0.000
H  4.99459  -0.36840  0.73570  0.000
H  6.77199  -1.27467  -1.58206  0.000
H  4.59429  0.88047  -1.49966  0.000
H  5.66566  0.51456  -2.86314  0.000
H  6.32466  1.18214  -1.37291  0.000
H  4.99680  -2.91605  -1.43691  0.000
H  4.81359  -1.88377  -2.86858  0.000
H  3.23059  -1.95826  0.68629  0.000
C  0.22212  -3.53890  2.27382  0.000
Si  -1.42258  -3.00903  2.89813  0.000
C  -2.77401  -2.95635  1.66635  0.000
C  -1.63031  -2.63063  4.67014  0.000
N  -0.70430  -0.08976  1.23590  -0.230
C  -1.20235  0.39639  2.43215  -0.019
C  -2.47979  0.97766  2.45770  -0.030
C  -2.95220  1.56188  3.61748  0.003
C  -2.16758  1.56199  4.76836  -0.034
C  -0.91357  0.96290  4.75765  0.003
C  -0.42683  0.38226  3.59914  -0.030
H  0.49899  -4.51169  2.69560  0.000
H  0.99539  -2.82921  2.57885  0.000
H  0.21664  -3.63430  1.18821  0.000
H  -3.43431  -3.82401  1.78341  0.000
H  -2.37780  -2.97712  0.65207  0.000
H  -3.39614  -2.06607  1.78548  0.000
H  -2.22059  -3.41755  5.15585  0.000
H  -2.16394  -1.68898  4.81792  0.000
H  -0.66784  -2.57824  5.17954  0.000
H  -3.06083  0.98367  1.54372  -0.001
H  -3.93320  2.01761  3.63306  0.001
H  -2.53132  2.04075  5.66760  -0.002
H  -0.31188  0.95777  5.65720  0.001
H  0.56570  -0.05490  3.56911  -0.001
C  -4.23604  1.64271  -1.62027  0.000
N  -3.78325  0.92548  -2.79730  0.000
C  -4.30083  1.25279  -4.14110  0.000
C  -3.58169  0.24186  -5.05413  0.000
N  -2.70373  -0.45822  -4.10163  -0.001
C  -2.90510  -0.05311  -2.85379  0.009
S  -2.18159  -0.83373  -1.48789  0.009
H  -5.28475  1.90115  -1.75195  0.000
H  -3.66587  2.56123  -1.47470  0.000
H  -4.14028  1.00623  -0.74481  0.000
H  -4.06111  2.28574  -4.38978  0.000
H  -5.38377  1.13999  -4.14679  0.000
H  -2.98919  0.72966  -5.82407  0.000
H  -4.26402  -0.45769  -5.53185  0.000
H  -2.22429  -1.31460  -4.32536  0.000
Br  1.12466  6.04179  -1.60163  0.007
C  0.78669  4.25891  -1.18943  0.014
C  0.41480  3.35825  -2.18407  -0.002
C  0.16520  2.05260  -1.83359  0.015
N  0.24312  1.60353  -0.56502  -0.001
C  0.61738  2.47897  0.38807  0.011
C  0.90072  3.79772  0.11790  -0.002
H  0.31799  3.67582  -3.21241  0.000
H  -0.11467  1.33579  -2.59652  0.002
H  0.68753  2.09806  1.39690  0.000
H  1.19604  4.46048  0.91923  0.000

Forces on the atoms, in the same order (eV/Å):
V -0.4 -0.3 -0.2
C 0.0 -0.1 0.0
C -0.2 0.2 0.1
C 0.1 -0.1 0.0
C 0.5 0.0 0.0
N -0.1 0.0 0.1
C 0.0 -0.1 -0.1
N 0.8 -0.3 -0.1
N 0.2 -0.1 -0.3
N 0.0 0.0 0.0
H 0.0 0.0 0.0
H 0.0 0.0 0.0
H 0.0 0.0 0.0
H 0.0 0.0 0.0
H 0.0 0.0 0.0
H 0.0 0.0 0.0
H 0.0 0.0 0.0
H -0.1 0.0 0.0
H -0.1 -0.1 0.0
H 0.0 0.0 0.0
C -0.1 0.0 0.0
Si 0.1 0.2 -0.1
C -0.1 0.1 0.1
C -0.1 -0.1 0.0
N -0.3 -0.2 0.6
C -0.2 0.2 0.4
C 0.1 -0.1 -0.2
C 0.0 -0.1 0.1
C 0.0 0.0 0.0
C 0.0 0.0 0.1
C 0.2 -0.1 -0.2
H 0.0 0.0 0.1
H 0.0 0.0 0.1
H 0.0 0.0 0.0
H 0.0 0.0 0.1
H 0.0 0.0 0.0
H 0.0 0.0 0.1
H 0.0 0.0 -0.1
H -0.1 0.0 -0.1
H 0.0 0.0 0.0
H 0.0 0.0 0.0
H 0.0 0.0 0.0
H 0.0 0.0 0.0
H 0.0 0.0 0.0
H 0.0 0.0 0.0
C 0.0 0.0 0.1
N 0.0 0.0 0.0
C 0.0 0.0 0.0
C 0.0 0.0 0.0
N -0.1 0.0 -0.1
C 0.2 0.0 -0.3
S -0.5 -0.3 0.2
H 0.0 0.0 0.0
H 0.0 0.0 0.0
H 0.0 0.0 0.0
H 0.0 0.0 0.0
H 0.0 0.0 0.0
H 0.0 0.0 0.0
H 0.0 0.0 0.0
H 0.1 0.0 0.1
Br 0.0 -0.1 0.0
C 0.0 0.0 0.0
C 0.0 0.1 0.0
C -0.1 0.2 -0.1
N 0.2 1.1 -0.3
C 0.0 -0.1 0.0
C 0.0 0.1 0.0
H 0.0 0.0 0.0
H 0.0 -0.1 0.0
H 0.0 0.0 0.0
H 0.0 0.0 0.0

***

[3]
The following is a DFT calculation (ωB97M-V with the def2-TZVPD basis set) of a molecular structure, C23H36Cl2F16O4Si2.

Values from the calculation:
Kohn-Sham gap (eV): 9.7
2S+1: 1
E_LUMO (eV): -0.2
Electronic energy (a.u.): -4296.036287

Each line ends with the Mulliken charge.
Atoms and positions in Å:
C  6.22851  -1.82608  2.27391  -0.850
C  5.97882  -2.75824  0.90979  -0.338
C  5.35046  -1.90627  -0.34761  -0.835
C  3.77218  -1.42094  -0.08209  0.599
C  2.89694  -2.53758  0.73698  -0.574
C  1.28300  -2.50936  0.46256  -0.095
Si  0.48921  -0.75962  0.36929  -0.835
C  -1.38229  -0.67905  0.81858  0.006
C  -1.86063  0.91575  0.65523  -0.606
C  0.67954  -0.05873  -1.41291  0.094
C  0.37571  -1.10783  -2.62842  0.081
C  1.68388  -1.92932  -3.19045  -0.830
Cl  -0.95128  -2.35584  -2.29982  -0.176
O  1.49441  0.29122  1.41177  -0.638
Si  0.97226  0.22049  3.08320  0.399
C  0.98476  -1.52694  3.88507  -0.334
C  -0.50231  -2.16499  4.18024  0.342
O  -0.76916  -3.37352  3.61436  -0.469
Cl  -1.76742  -1.24299  5.19650  -0.142
H  5.68752  -0.78719  2.15596  0.211
H  5.86763  -2.39320  3.24649  0.211
H  7.39841  -1.64875  2.43221  0.297
H  7.07413  -3.09744  0.57918  0.360
H  5.38309  -3.73326  1.16493  0.212
H  5.97761  -0.90718  -0.42538  0.325
H  5.46774  -2.46112  -1.38378  0.287
H  3.31056  -1.06689  -1.09710  -0.483
H  3.87705  -0.44148  0.59166  0.165
H  3.21736  -2.47383  1.86094  -0.038
H  3.27937  -3.60160  0.35319  0.289
H  0.74349  -3.10989  1.33763  0.387
H  1.10028  -3.16967  -0.51462  0.506
H  -2.08939  -1.26737  0.05656  0.358
H  -1.66129  -1.09918  1.88033  0.032
H  -2.54717  1.21922  1.56759  -0.025
H  -2.46513  1.07627  -0.35725  0.239
H  -0.87591  1.54957  0.65116  0.261
H  1.76877  0.42407  -1.48987  0.154
H  -0.06833  0.85818  -1.52813  0.422
H  -0.00830  -0.44982  -3.54727  0.193
H  2.45341  -1.11399  -3.57299  0.178
H  1.40529  -2.61600  -4.12420  0.340
H  2.20674  -2.56273  -2.35702  0.198
H  1.89556  1.07734  3.86287  -0.210
H  -0.36560  0.84236  3.24628  -0.149
H  1.60487  -2.34139  3.31937  0.056
H  1.50693  -1.40248  4.95085  0.445
C  -7.49396  0.07920  5.40386  -0.695
C  -7.70283  1.04249  6.58288  0.870
C  -8.08302  2.46641  6.19239  0.098
F  -7.14465  3.06321  5.42500  -0.203
F  -8.22039  3.24538  7.29897  -0.283
F  -6.59796  1.02173  7.37497  -0.266
F  -8.71533  0.52784  7.34869  -0.331
O  -6.14089  -0.12135  4.98093  -0.369
C  -5.62725  0.86964  4.08956  0.728
C  -4.49411  1.69912  4.70454  0.544
F  -4.88111  2.30986  5.85281  -0.213
F  -4.09474  2.68531  3.85745  -0.257
F  -6.65365  1.62844  3.63511  -0.285
F  -5.16236  0.18718  3.00791  -0.261
H  -7.81370  -0.91061  5.75196  0.410
H  -8.15851  0.29789  4.55978  0.314
H  -9.03624  2.48751  5.65490  0.284
H  -3.62837  1.07135  4.93352  -0.086
C  0.87854  2.58527  -8.08146  -0.629
C  2.28076  2.27849  -8.63034  0.848
C  2.78057  0.86238  -8.36688  0.091
F  2.85866  0.57539  -7.04888  -0.178
F  4.03483  0.69708  -8.86657  -0.286
F  3.15447  3.20967  -8.16331  -0.272
F  2.23210  2.46584  -9.98644  -0.330
O  0.82497  3.25035  -6.81469  -0.415
C  0.94021  2.39898  -5.67350  0.785
C  2.22481  2.64111  -4.87260  0.180
F  3.33411  2.48865  -5.63909  -0.212
F  2.33720  1.75332  -3.84849  -0.164
F  0.79600  1.11082  -6.06802  -0.283
F  -0.14361  2.67356  -4.89775  -0.323
H  0.42300  3.30047  -8.77725  0.410
H  0.21439  1.71365  -8.11456  0.303
H  2.13496  0.11996  -8.84644  0.265
H  2.24176  3.65164  -4.45477  0.194

Forces on the atoms, in the same order (eV/Å):
C 0.3 -0.4 -0.1
C 1.3 0.2 -0.2
C -0.2 0.6 0.4
C 1.1 0.7 0.7
C 0.8 -0.7 -1.0
C 0.4 -1.8 0.5
Si 0.9 0.1 -0.4
C -2.1 0.4 -0.1
C 0.0 -0.4 0.3
C 0.0 1.1 -0.7
C 1.4 1.2 -1.8
C 0.2 0.6 -0.3
Cl 0.7 0.9 -0.1
O -2.7 -1.8 1.4
Si 0.8 0.7 -1.6
C -0.5 -1.5 2.0
C 0.3 -6.6 -4.1
O 1.1 8.4 4.2
Cl 1.7 -1.2 -1.3
H 1.1 -2.1 0.4
H 0.5 1.3 -2.0
H -2.6 -0.2 -0.5
H -2.5 0.5 0.6
H 1.0 2.0 -0.6
H -1.2 -2.0 0.0
H -0.3 0.9 2.2
H 0.8 -0.9 2.0
H -0.5 -2.1 -1.5
H -0.8 0.0 -2.0
H -0.8 2.2 0.9
H 1.1 1.1 -1.8
H 0.2 1.7 2.1
H 2.0 0.9 1.7
H 0.6 0.9 -2.0
H 1.5 -0.5 -2.0
H 1.4 -0.3 2.3
H -2.1 -0.7 0.0
H -2.3 -1.2 -0.2
H 1.5 -1.9 0.2
H 0.7 -1.6 2.1
H -1.5 -1.7 0.8
H 0.4 1.5 2.2
H -1.1 1.2 -1.6
H 0.1 -0.2 -0.2
H 0.0 -0.3 -0.1
H -1.5 1.5 1.0
H -1.2 -0.2 -2.2
C -0.2 -1.1 -0.2
C 0.8 -0.7 0.4
C -0.4 1.0 0.3
F -0.4 0.0 0.4
F 0.0 -0.4 0.0
F -0.3 0.2 -0.2
F -0.1 0.4 -0.4
O 0.3 1.9 -0.5
C -1.6 -1.6 -0.2
C 0.7 0.6 0.5
F 0.2 -0.5 -0.4
F -0.3 -0.4 -0.1
F 0.9 -0.1 -0.3
F 0.3 0.5 0.6
H 0.2 0.3 0.1
H 0.2 0.2 0.2
H 0.0 -0.2 0.0
H -0.2 -0.2 -0.1
C -0.9 0.6 -0.4
C 0.1 1.1 0.2
C 0.8 -0.8 -0.2
F 0.2 -0.1 -0.5
F -0.2 0.3 -0.1
F -0.1 -0.5 -0.1
F -0.1 -0.5 0.3
O 0.9 -1.5 1.0
C -1.6 0.3 -1.6
C 1.0 0.2 0.4
F -0.5 0.3 0.3
F -0.5 0.0 -0.3
F -0.1 0.4 0.9
F 0.8 0.0 0.0
H 0.3 0.0 0.2
H 0.4 0.0 0.1
H -0.1 0.2 0.0
H -0.2 0.0 -0.1

***

These records have max |F| values of 0.0743; 0.0220; 0.1844 hartree/bohr, in the order they appear.